Entry 1:
{
  "formula": "C39H37FeI2N7O6P2Se2",
  "method": "the ωB97M-V functional and the def2-TZVPD basis",
  "s_squared": 8.77,
  "total_charge": 1,
  "e_above_lowest_kj_mol": 63.0,
  "lumo_ev": [-2.31, -4.67],
  "multiplicity": 6,
  "e_homo_ev": [-9.75, -9.75],
  "orbital_gap_ev": [7.44, 5.07],
  "symbols": ["Fe", "I", "C", "I", "H", "H", "Se", "P", "C", "C", "C", "C", "C", "C", "C", "C", "C", "C", "C", "C", "C", "C", "N", "N", "N", "P", "Se", "C", "C", "C", "C", "C", "C", "C", "C", "C", "C", "C", "C", "H", "H", "H", "H", "H", "H", "H", "H", "H", "H", "H", "H", "H", "H", "H", "H", "H", "H", "H", "H", "C", "N", "C", "C", "N", "H", "H", "H", "H", "H", "H", "O", "C", "O", "C", "C", "C", "C", "C", "C", "N", "O", "O", "H", "H", "H", "H", "N", "C", "C", "O", "O", "H", "H", "H", "H", "H"],
  "positions_angstrom": [[0.1287, 0.0778, -0.1327], [-0.1368, 0.8192, -2.7973], [1.9686, 0.7546, -3.1779], [2.9619, -0.0676, -1.4902], [2.3546, 1.7554, -3.3253], [2.1724, 0.1199, -4.0307], [1.6870, 2.1590, 6.3342], [3.1656, 1.5345, 4.9632], [4.5980, 2.6507, 4.9889], [5.2537, 2.6806, 6.2219], [6.3390, 3.5164, 6.4134], [6.7751, 4.3371, 5.3796], [6.1229, 4.3168, 4.1589], [5.0320, 3.4761, 3.9523], [3.8841, -0.0906, 5.3288], [4.9777, -0.5269, 4.5753], [5.5375, -1.7695, 4.8282], [4.9983, -2.5837, 5.8212], [3.9159, -2.1473, 6.5713], [3.3614, -0.8919, 6.3319], [2.5208, 1.2990, 3.2826], [1.5731, 0.4006, 2.8058], [1.4607, 0.6492, 1.4712], [2.2768, 1.6376, 1.1474], [2.9225, 2.0348, 2.2233], [0.5791, -0.9175, 3.4365], [-1.0088, -1.1747, 1.9673], [-0.1962, -0.5498, 4.9999], [0.0427, -1.2991, 6.1474], [-0.6332, -0.9835, 7.3158], [-1.5435, 0.0638, 7.3306], [-1.7886, 0.8025, 6.1783], [-1.1210, 0.4952, 5.0087], [1.5656, -2.4141, 3.5212], [0.9966, -3.5809, 4.0396], [1.6887, -4.7775, 3.9554], [2.9321, -4.8184, 3.3313], [3.4861, -3.6633, 2.8000], [2.8043, -2.4558, 2.8926], [4.9003, 2.0567, 7.0353], [6.8425, 3.5334, 7.3722], [7.6220, 4.9953, 5.5327], [6.4603, 4.9593, 3.3544], [4.5281, 3.4628, 3.0025], [5.3984, 0.1186, 3.8096], [6.3986, -2.1023, 4.2588], [5.4367, -3.5555, 6.0187], [3.5156, -2.7744, 7.3603], [2.5391, -0.5143, 6.9305], [0.7639, -2.1060, 6.1369], [-0.4498, -1.5562, 8.2167], [-2.0682, 0.3070, 8.2469], [-2.4984, 1.6209, 6.1986], [-1.3063, 1.0609, 4.1037], [0.0101, -3.5549, 4.4885], [1.2559, -5.6824, 4.3649], [3.4654, -5.7591, 3.2524], [4.4526, -3.6979, 2.3113], [3.2358, -1.5527, 2.4771], [-1.8840, 4.5545, 2.3383], [-1.6749, 4.1626, 0.9320], [-2.0647, 5.0194, -0.2058], [-1.1419, 2.9932, 0.6755], [-0.6761, 1.9611, 0.4524], [-2.2188, 5.5855, 2.3561], [-0.9562, 4.4797, 2.9019], [-2.6419, 3.9315, 2.8107], [-2.5704, 5.8940, 0.1870], [-2.7433, 4.4909, -0.8722], [-1.1902, 5.3401, -0.7681], [-2.5686, 0.7244, -2.1417], [-2.7712, -0.0677, -1.2104], [-1.8816, -0.5245, -0.4012], [-4.1768, -0.5503, -0.9833], [-4.4609, -1.5270, -0.0350], [-5.7656, -1.9615, 0.1543], [-6.7954, -1.4139, -0.5950], [-6.4894, -0.4348, -1.5208], [-5.2008, 0.0038, -1.7346], [-7.5890, 0.1741, -2.3125], [-7.3282, 1.1662, -2.9652], [-8.6823, -0.3533, -2.2556], [-3.6539, -1.9366, 0.5560], [-5.9857, -2.7260, 0.8898], [-7.8213, -1.7288, -0.4696], [-4.9904, 0.7615, -2.4749], [-0.3337, -5.4490, -1.3174], [-0.2410, -4.0721, -1.7863], [0.2405, -3.1574, -0.6721], [0.4527, -3.7356, 0.4772], [0.4280, -1.9678, -0.8734], [0.2801, -6.0709, -1.8214], [-1.2717, -5.8157, -1.3850], [0.2470, -4.6868, 0.3080], [-1.2044, -3.6811, -2.1096], [0.4473, -3.9561, -2.6198]],
  "lowdin_charge": [0.499, 1.218, -1.050, 0.923, -0.031, -0.032, 0.354, 0.541, -0.355, -0.106, -0.069, -0.076, -0.075, -0.073, -0.358, -0.086, -0.081, -0.075, -0.065, -0.109, -0.385, -0.432, -0.191, -0.095, 0.023, 0.736, 0.703, -0.391, -0.105, -0.061, -0.059, -0.080, -0.144, -0.348, -0.096, -0.062, -0.064, -0.069, -0.080, 0.103, 0.109, 0.107, 0.106, 0.073, 0.118, 0.111, 0.110, 0.110, 0.060, 0.092, 0.115, 0.114, 0.113, 0.092, 0.113, 0.112, 0.111, 0.114, 0.105, -0.006, -0.164, -0.002, -0.194, 0.153, 0.089, 0.096, 0.092, 0.089, 0.096, 0.095, -0.215, -0.602, -0.335, -0.108, -0.006, -0.043, 0.010, -0.122, 0.066, -0.347, 0.085, 0.086, 0.089, 0.113, 0.124, 0.131, 0.024, -0.123, -0.511, 0.116, -0.143, 0.095, 0.096, 0.113, 0.140, 0.139]
}



Entry 2:
{
  "formula": "C39H37N10O2PbSe",
  "method": "the ωB97M-V functional and the def2-TZVPD basis",
  "total_charge": 1,
  "e_above_lowest_kj_mol": 35.0,
  "lumo_ev": -2.15,
  "multiplicity": 1,
  "e_homo_ev": -10.39,
  "orbital_gap_ev": 8.25,
  "symbols": ["Pb", "C", "C", "C", "C", "C", "C", "H", "H", "H", "H", "H", "H", "O", "C", "C", "C", "C", "C", "C", "C", "C", "N", "H", "H", "H", "H", "H", "H", "H", "H", "H", "H", "H", "C", "N", "C", "N", "C", "N", "C", "C", "C", "C", "C", "C", "C", "N", "N", "C", "O", "C", "C", "C", "C", "C", "C", "N", "C", "N", "C", "N", "C", "H", "H", "H", "H", "H", "H", "H", "H", "H", "H", "H", "H", "H", "H", "H", "H", "Se", "C", "C", "C", "N", "C", "C", "H", "H", "H", "H"],
  "positions_angstrom": [[2.0004, -0.0225, 0.5813], [3.2860, -1.1228, 3.6147], [2.0416, -0.8428, 4.1681], [0.9182, -1.5462, 3.7534], [1.0363, -2.5280, 2.7759], [2.2808, -2.8073, 2.2219], [3.4094, -2.1109, 2.6452], [4.1611, -0.5796, 3.9476], [1.9527, -0.0830, 4.9343], [-0.0461, -1.3419, 4.2017], [0.1623, -3.0769, 2.4480], [2.3728, -3.5628, 1.4512], [4.3727, -2.3222, 2.2009], [2.3962, 1.8783, -1.0888], [2.6416, 3.2919, -0.9706], [4.0459, 3.6151, -0.4986], [4.4284, 3.0168, 0.8609], [3.4045, 3.2918, 1.9219], [3.4254, 4.4626, 2.6736], [2.4312, 4.6884, 3.6082], [1.4363, 3.7351, 3.7737], [1.4884, 2.6003, 2.9873], [2.4396, 2.3793, 2.0791], [3.1645, 1.4558, -1.5178], [1.8892, 3.6638, -0.2759], [2.4661, 3.7607, -1.9417], [4.1277, 4.7050, -0.4668], [4.7684, 3.2697, -1.2433], [5.3985, 3.4139, 1.1615], [4.5508, 1.9362, 0.7625], [4.2223, 5.1797, 2.5262], [2.4341, 5.5915, 4.2041], [0.6468, 3.8643, 4.5008], [0.7418, 1.8185, 3.0919], [-3.1222, 2.9703, 2.0368], [-2.0576, 2.5144, 1.1505], [-1.4266, 1.3375, 1.1048], [-0.5591, 1.3225, 0.1062], [-0.7044, 2.5644, -0.4307], [-1.6026, 3.3124, 0.1651], [-4.2669, 1.9898, 2.1569], [-5.0946, 2.0574, 3.2721], [-6.1821, 1.2040, 3.3938], [-6.4372, 0.2510, 2.4219], [-5.6007, 0.1687, 1.3140], [-4.5331, 1.0502, 1.1731], [-5.8075, -0.8826, 0.3206], [-6.7549, -1.7484, 0.2403], [-6.4451, -2.5721, -0.8342], [-5.3343, -2.1395, -1.3178], [-4.8648, -1.0599, -0.6400], [-4.5332, -2.6788, -2.4126], [-4.9471, -3.8371, -3.0698], [-4.1576, -4.3715, -4.0712], [-2.9540, -3.7658, -4.4166], [-2.5489, -2.6074, -3.7733], [-1.2467, -1.9330, -4.1188], [-0.3274, -1.9409, -2.9834], [0.0953, -0.9136, -2.2507], [0.8614, -1.3588, -1.2694], [0.8686, -2.7068, -1.4617], [0.1510, -3.0970, -2.4849], [-3.3444, -2.0629, -2.7748], [-3.4553, 3.9160, 1.6116], [-2.7021, 3.1799, 3.0215], [-1.6447, 0.5207, 1.7750], [-0.1481, 2.9071, -1.2863], [-4.8930, 2.7845, 4.0502], [-6.8239, 1.2720, 4.2616], [-7.2638, -0.4397, 2.5169], [-3.9142, 0.9858, 0.2883], [-5.8770, -4.3074, -2.7811], [-4.4718, -5.2723, -4.5803], [-2.3309, -4.2018, -5.1876], [-1.4110, -0.8832, -4.3652], [-0.7547, -2.4104, -4.9638], [-0.1683, 0.1113, -2.4430], [1.4242, -3.3979, -0.8503], [-3.0306, -1.1605, -2.2628], [4.4889, -0.5098, -0.6199], [4.4677, -1.5824, -2.2061], [3.5172, -1.4651, -3.2121], [3.6227, -2.2782, -4.3307], [4.5906, -3.1700, -4.5127], [5.5053, -3.2635, -3.5507], [5.4902, -2.5052, -2.3890], [2.7180, -0.7421, -3.1435], [2.8861, -2.2019, -5.1245], [6.2968, -3.9870, -3.7108], [6.2624, -2.6371, -1.6435]],
  "lowdin_charge": [1.198, -0.103, -0.107, -0.108, -0.117, -0.150, -0.152, 0.115, 0.109, 0.108, 0.111, 0.105, 0.100, -0.283, -0.234, -0.154, -0.137, -0.284, 0.000, -0.040, -0.049, -0.155, 0.034, 0.002, 0.106, 0.128, 0.127, 0.124, 0.127, 0.048, 0.124, 0.117, 0.108, 0.090, -0.063, -0.125, -0.170, 0.023, -0.217, 0.134, -0.197, -0.030, -0.047, -0.004, -0.128, 0.022, -0.290, 0.132, 0.132, -0.287, 0.120, -0.131, -0.002, -0.044, -0.018, -0.205, -0.063, -0.104, -0.152, -0.050, -0.189, 0.155, 0.027, 0.138, 0.129, 0.145, 0.107, 0.119, 0.114, 0.122, 0.120, 0.122, 0.114, 0.119, 0.135, 0.132, 0.134, 0.115, 0.122, 0.617, -0.638, -0.134, -0.152, 0.062, -0.141, -0.123, 0.078, 0.104, 0.109, 0.095]
}



Q: Which formula does entry 1 have?
A: C39H37FeI2N7O6P2Se2